No. 1
Below is a single C7H9BN2 molecule, with properties calculated with ωB97M-V/def2-TZVPD.

Summary:
Maximum force: 3.69 eV/Å
Kohn-Sham gap: 8.884 eV
HOMO energy: -8.05 eV
Structure (SMILES): CN1C=CN2C=CC=CB12
Energy above the lowest of the compared OMol25 structures with the same formula, charge and spin: 0.000 eV

Positions of all 19 atoms, in Å:
C 2.4224 -1.1215 0.0145
N 1.4898 -0.0827 -0.0138
C 1.6878 1.3342 0.0639
C 0.5063 1.9597 0.0871
N -0.5233 1.0265 0.0247
C -1.8531 1.1931 -0.0331
C -2.7229 0.1092 -0.0104
C -2.1337 -1.1725 -0.1180
C -0.8146 -1.5367 -0.1378
B 0.0943 -0.3128 -0.0742
H 2.2727 -1.9696 0.6571
H 2.5767 -1.7090 -1.0444
H 3.3183 -0.6612 0.4704
H 2.5905 1.9200 0.2693
H 0.3676 2.9847 0.0795
H -2.2385 2.2521 0.0614
H -3.7536 0.2357 0.1222
H -2.8849 -1.9349 -0.2650
H -0.4018 -2.5143 -0.1534

Results of the natural (NBO) charge analysis, in e, for atoms 1 through 4: -0.39 -0.61 -0.04 -0.10

No. 2
Below is 2 unconnected molecules or ions with the total composition C7H9Br2NO3S, with properties calculated with ωB97M-V/def2-TZVPD.

Summary:
Maximum force: 1.94 eV/Å
Kohn-Sham gap: 8.489 eV
HOMO energy: -8.26 eV

Positions of all 23 atoms, in Å:
C 3.5253 0.0858 -2.5752
C 2.0706 0.0413 -2.9647
Br 1.6282 -1.1785 -4.3847
C 1.1428 0.7628 -2.3965
Br 1.4782 2.0420 -1.0042
O -0.1810 0.6470 -2.7820
S -0.9723 -0.3414 -1.6347
O -2.2409 -0.6747 -2.1999
O -0.1482 -1.7484 -1.4951
H 4.1755 0.3299 -3.4232
H 3.7877 -0.9052 -2.1728
H 3.7305 0.8011 -1.7738
H 0.1226 -2.1146 -2.3613
N -2.3142 0.1906 4.1385
C -2.4778 -0.7381 3.1467
C -1.7176 -0.3487 2.0767
C -1.0651 0.8598 2.4380
C -1.4513 1.1652 3.7160
H -2.7588 0.1612 5.0381
H -3.1197 -1.5914 3.2877
H -1.6366 -0.8720 1.1388
H -0.3893 1.4377 1.8287
H -1.1889 1.9887 4.3588

Results of the natural (NBO) charge analysis, in e, for atoms 1 through 4: -0.66 -0.11 0.07 0.14

No. 3
Below is a molecular structure, C7H9Br3O6, with properties calculated with ωB97M-V/def2-TZVPD.

Summary:
Maximum force: 1.88 eV/Å
Kohn-Sham gap: 10.153 eV
HOMO energy: -10.31 eV
Energy above the lowest of the compared OMol25 structures with the same formula, charge and spin: 0.241 eV

Positions of all 25 atoms, in Å:
C 0.2756 -2.0424 -1.8151
Br 2.1171 -2.1274 -1.0708
Br -0.2722 -3.7189 -2.6308
Br 0.2194 -0.5548 -2.9899
H -0.2512 -1.8366 -0.8956
C 1.1178 1.7868 -0.4240
C 0.6226 3.2295 -0.2755
O 0.9444 3.8376 -1.5336
C 1.8283 3.0506 -2.1862
O 2.3926 3.3234 -3.1884
O 1.9405 1.8491 -1.5781
H 0.2279 1.2009 -0.6765
H 1.5345 1.3715 0.4897
H 1.1288 3.7240 0.5540
H -0.4633 3.2760 -0.2275
C -2.0400 -1.4848 1.1725
C -1.6342 -2.4949 2.2428
O -0.7020 -1.7213 2.9908
C -0.1658 -0.7699 2.1955
O 0.8536 -0.2110 2.4025
O -0.8801 -0.6647 1.0497
H -2.9023 -0.8902 1.4738
H -2.3047 -1.9396 0.2178
H -1.0830 -3.3717 1.8954
H -2.5043 -2.8211 2.8076

Results of the natural (NBO) charge analysis, in e, for atoms 1 through 4: -0.49 0.05 0.09 0.13